Entry one
DFT (ωB97M-V with the def2-TZVPD basis set) results for the ion C3H3ClN2P with charge +1.

Its net charge is +1. Its frontier orbital gap (spin up / spin down) is 8.1 / 8.1 eV. As for the SMILES: CP(Cl)C#[N+]C#N. The HOMO energy (spin up / spin down) is -15.0 / -15.0 eV.

Cartesian coordinates (Å):
C1 -0.03276 1.11047 1.79236
P1 0.70324 -0.15836 0.68214
Cl1 -0.19961 -1.83271 1.29602
C2 -0.10781 -0.06399 -0.83929
N1 -0.15202 -0.56016 -1.89689
C3 0.05887 -1.11733 -3.06771
N2 0.16695 -1.61347 -4.09497
H1 0.35715 1.00539 2.89129
H2 -1.04357 1.04683 1.61075
H3 0.24956 2.18332 1.62630



Entry two
DFT (ωB97M-V with the def2-TZVPD basis set) results for a cluster of 2 separate species, C3H3ClN2P in total.

Its net charge is +1. Its frontier orbital gap (spin up / spin down) is 7.3 / 7.5 eV. The HOMO energy (spin up / spin down) is -16.5 / -16.2 eV.

Cartesian coordinates (Å):
C1 -2.34183 -1.01438 -1.61369
C2 -2.12624 -1.72124 1.12502
C3 -0.07265 0.17705 0.08611
N1 -2.65635 -1.46260 -2.61956
N2 -2.47205 -2.56470 1.82271
P1 -1.69746 -0.53571 -0.05948
Cl1 -3.70559 1.48218 0.63190
H1 0.80767 -0.52558 0.14910
H2 0.23225 1.04065 0.72114
H3 0.12221 0.74704 -0.78539



It is entry two that is the least stable of them.



Entry one
DFT (ωB97M-V with the def2-TZVPD basis set) results for a cluster of 40 separate species, H80O40 in total.

Its net charge is +1. Its multiplicity is 2. As for the expectation value of S²: 0.7579. Its frontier orbital gap (spin up / spin down) is 9.6 / 2.7 eV. The HOMO energy (spin up / spin down) is -12.9 / -12.9 eV.

Cartesian coordinates (Å):
H1 -1.18578 -5.42411 2.89339
H2 -0.30183 -4.41007 3.69892
O1 -1.20568 -4.62771 3.55156
H3 -2.73736 0.73659 -1.66096
H4 -3.94799 0.02074 -2.22704
O2 -3.62822 0.92334 -1.99072
H5 0.15627 5.58869 -1.85308
H6 -0.38821 6.09780 -0.51383
O3 -0.31415 5.30908 -1.03595
H7 -4.42644 -3.00167 2.88982
H8 -4.23978 -1.53092 3.33157
O4 -4.61896 -1.93074 2.55831
H9 -0.72438 -2.92396 -1.97095
H10 -0.00084 -2.68649 -3.21464
O5 -0.17782 -2.25384 -2.38358
H11 2.17540 -4.38702 -4.84427
O6 2.37110 -5.01644 -4.07479
H12 0.34989 6.41564 1.96629
O7 1.26042 6.28687 1.74384
H13 -0.49886 -2.84229 0.50440
H14 0.34139 -4.05193 0.62424
O8 -0.55960 -3.77035 0.58783
H15 4.17846 -0.86270 2.30546
H16 3.23051 0.28456 2.34101
O9 4.23332 0.13115 2.47904
H17 -1.17306 3.70438 0.76156
H18 -0.66311 2.29725 0.67938
O10 -0.50882 3.11495 1.17341
H19 2.57703 -3.61170 -2.73929
H20 1.45679 -2.84084 -2.03299
O11 2.10186 -3.49900 -1.91591
H21 2.42428 1.98931 -1.38980
O12 2.97212 2.14451 -2.13974
H22 4.97681 -0.28166 -3.44788
H23 3.89471 0.27696 -2.72760
O13 4.19914 -0.60593 -3.05300
H24 -2.32697 -3.16682 -3.02961
H25 -3.07838 -3.91945 -4.04625
O14 -2.11823 -3.66849 -3.80699
H26 -2.25999 -0.57929 -0.38189
H27 -1.26318 -1.08206 0.54901
O15 -1.81168 -1.37440 -0.13511
H28 5.15103 0.29397 1.18153
H29 5.79296 -0.20988 -0.09013
O16 5.37375 0.63134 0.26497
H30 2.62722 0.45748 3.90291
H31 1.15310 0.40091 3.58122
O17 1.92319 -0.15864 3.69140
H32 2.81309 3.34453 2.43144
H33 2.15972 2.70768 3.36876
O18 2.98199 2.48827 2.91910
H34 3.65957 0.95199 -0.00213
O19 2.80066 0.82984 0.63797
H35 -1.16953 -1.73489 2.46337
H36 -1.65829 -2.74294 3.65109
O20 -1.48842 -1.87041 3.33395
H37 -1.01944 0.61368 1.36657
O21 -0.49044 0.00492 1.90096
H38 1.19250 1.26129 -3.59277
H39 1.07620 -0.21720 -3.79600
O22 1.33505 0.54092 -4.33259
H40 1.23846 0.38454 -0.16854
H41 0.83306 -0.05371 -1.53311
O23 0.50399 -0.00763 -0.66187
H42 -0.74175 1.29335 4.32510
H43 -0.62808 0.92079 5.64243
O24 -0.19630 1.56281 5.09392
H44 -5.03164 2.83285 -0.05354
H45 -4.10610 2.38484 -1.16983
O25 -4.22569 3.13954 -0.47132
H46 -0.62799 0.53756 -2.85409
H47 -1.32841 1.79964 -3.51692
O26 -1.23469 0.86425 -3.49305
H48 -3.52253 1.15754 1.47073
H49 -2.97695 2.12631 0.29065
O27 -2.77724 1.36968 0.92462
H50 5.38292 -3.76946 -1.86324
H51 3.99462 -3.18749 -1.82829
O28 4.89842 -2.94964 -2.10790
H52 1.57018 4.30582 0.38078
H53 3.17272 4.75762 0.75226
O29 2.56934 4.07531 0.42156
H54 0.90549 -1.02915 -6.12917
H55 -0.22475 -1.90586 -5.36034
O30 0.54290 -1.96985 -5.85904
H56 1.78694 4.09486 4.72565
H57 1.71812 5.40845 3.86297
O31 2.16607 4.55706 3.96699
H58 -3.86052 -4.26611 -1.25335
O32 -4.06252 -3.85440 -2.04450
H59 -2.65538 -0.03986 3.99711
H60 -3.11978 -0.94604 4.82666
O33 -2.96746 -0.00377 4.92439
H61 3.00420 1.63660 1.18994
H62 1.49131 -5.34025 -3.94255
H63 0.38714 0.20459 1.47002
H64 1.79369 5.54732 1.47021
H65 3.85478 2.24417 -1.78079
H66 -4.75640 -3.14480 -1.95989
O34 2.55309 -3.46255 2.05958
H67 2.07086 -3.33494 2.83035
H68 2.34022 -4.43637 1.97400
O35 -3.39940 -4.02563 1.64694
H69 -2.99407 -3.16852 1.69975
H70 -2.60290 -4.47545 1.25360
O36 0.79584 -2.63982 4.48013
H71 -0.08377 -2.25351 4.71537
H72 1.17786 -1.78903 4.73176
O37 1.12808 4.32746 -3.91516
H73 1.97602 4.12396 -3.48309
H74 0.79173 3.63023 -4.43234
O38 -3.92061 -1.25907 -3.21976
H75 -3.42323 -2.04020 -3.07007
H76 -3.44917 -0.92846 -4.01293
O39 -4.02421 2.27929 -4.85710
H77 -4.68859 1.78730 -4.45510
H78 -3.28786 2.48784 -4.28690
O40 -2.31076 3.79169 2.97369
H79 -1.89214 4.61993 2.72627
H80 -2.48122 3.46351 2.05152



Entry two
DFT (ωB97M-V with the def2-TZVPD basis set) results for a cluster of 40 separate species, H80O40 in total.

Its net charge is +1. Its multiplicity is 2. As for the expectation value of S²: 0.7578. Its frontier orbital gap (spin up / spin down) is 9.5 / 2.7 eV. The HOMO energy (spin up / spin down) is -12.5 / -12.5 eV.

Cartesian coordinates (Å):
H1 5.61586 0.75425 -0.13608
H2 4.95178 1.43633 -1.28253
O1 5.08536 1.47322 -0.31238
H3 -0.27815 2.05995 -1.46398
H4 0.44767 0.76130 -0.91895
O2 0.16645 1.67904 -0.66710
H5 -6.02322 1.12243 -0.27171
H6 -7.04187 0.27744 -1.19967
O3 -6.28155 0.19249 -0.41929
H7 -1.33150 0.21760 -1.40342
H8 -1.89696 -0.21103 -2.87718
O4 -1.10242 0.07064 -2.37840
H9 -0.09172 1.14956 0.78001
H10 -1.40359 2.07142 1.02377
O5 -0.75638 1.57672 1.42727
H11 -2.71724 3.97053 -3.68830
O6 -2.93607 3.41060 -3.09434
H12 2.03718 -1.18683 -5.97176
O7 2.53292 -1.37776 -5.22995
H13 -1.85216 -5.46505 -0.15160
H14 -2.63417 -5.35550 1.11462
O8 -2.63397 -5.78694 0.19220
H15 3.57939 0.19660 -3.20512
H16 2.29269 -0.28309 -3.58935
O9 2.71755 -0.32871 -2.79094
H17 3.68797 -0.64771 1.36055
H18 3.15642 -1.50117 0.25882
O10 3.58678 -1.37241 1.06167
H19 2.15119 -5.59172 -2.75955
H20 1.01956 -5.83401 -1.76470
O11 1.92716 -5.70289 -1.75552
H21 4.53840 2.43054 -4.43911
O12 3.62736 2.50915 -4.13426
H22 3.59762 2.69741 0.76753
H23 3.22696 3.26432 2.06859
O13 3.05801 2.44832 1.51406
H24 1.49580 4.13471 3.21612
H25 1.36775 5.66910 2.58712
O14 1.03400 5.02054 3.32231
H26 0.07303 -4.19854 1.20124
H27 -0.85980 -3.74946 2.46617
O15 -0.56104 -3.68794 1.63700
H28 -5.34630 3.24183 0.76855
H29 -4.94997 3.15489 2.42890
O16 -5.22934 3.72626 1.56801
H30 1.75175 -5.37219 1.02410
H31 1.75968 -4.32513 -0.00950
O17 1.17177 -5.02290 0.42214
H32 -2.33516 -1.46791 4.13199
H33 -2.19920 -3.05138 4.57061
O18 -1.74931 -2.26692 4.17776
H34 -0.86764 0.23560 6.90278
O19 -1.22241 -0.34268 6.36270
H35 -2.75284 1.48236 2.17991
H36 -3.06693 1.19474 3.71349
O20 -3.15597 1.87782 3.05676
H37 -4.25250 -3.70068 3.42528
O21 -4.37385 -3.33049 4.19251
H38 0.16951 -2.10672 -0.84897
H39 1.13427 -1.63083 0.49676
O22 0.43016 -1.52354 -0.16853
H40 -1.00954 2.81892 4.60274
H41 -0.56135 1.85692 3.35170
O23 -0.58761 2.01388 4.34256
H42 2.78485 -3.75963 -1.68153
H43 3.07322 -2.29693 -1.34692
O24 3.23164 -3.11088 -1.24152
H44 -0.68265 2.53376 -6.31358
H45 0.03634 2.55517 -4.95633
O25 -0.69219 2.37250 -5.50074
H46 1.81780 4.09673 -4.93850
H47 1.68780 2.99087 -3.95775
O26 1.34725 3.92245 -4.22228
H48 -4.85474 0.78215 2.51218
H49 -5.71319 -0.18203 3.36627
O27 -5.23140 0.66356 3.40537
H50 -1.87587 3.89871 1.71353
H51 -3.17124 4.15716 1.03774
O28 -2.29758 3.96232 0.72225
H52 2.71444 3.86255 -0.92387
H53 2.45316 5.20437 -1.52253
O29 2.88628 4.75287 -0.70087
H54 5.46760 -1.80504 -1.48128
H55 6.79623 -1.58557 -0.76119
O30 6.09916 -1.06201 -1.31204
H56 4.74504 -3.42617 1.53446
H57 4.59931 -4.34933 0.55748
O31 5.33745 -3.90515 1.04844
H58 5.85769 2.48979 2.66774
O32 6.37755 2.23998 1.91664
H59 -1.55733 -2.01098 -0.41095
H60 -1.57706 -1.77321 0.98305
O33 -2.14125 -1.60520 0.21605
H61 -0.71238 -0.73662 5.77952
H62 -2.89667 2.53636 -3.43221
H63 -4.57681 -2.35777 4.16897
H64 3.22480 -1.93427 -5.59196
H65 3.74731 2.83506 -3.19557
H66 5.74847 1.93331 1.10859
O34 2.56148 -3.75457 2.15295
H67 3.26087 -3.16892 1.71786
H68 1.86756 -3.26123 2.45001
O35 -4.95729 -2.46522 -1.82832
H69 -4.19414 -2.94093 -1.56159
H70 -5.22632 -2.26588 -0.93636
O36 0.32313 -0.85338 2.90148
H71 -0.30475 -1.43570 3.06606
H72 0.94411 -0.59103 3.52915
O37 -0.76648 -2.46010 -2.38107
H73 -1.69163 -2.13716 -2.41599
H74 -0.50123 -2.06316 -3.34634
O38 -4.09248 1.04779 -0.37662
H75 -3.16928 0.61366 -0.34926
H76 -3.89460 1.70972 -1.15168
O39 0.40613 6.34357 -0.79449
H77 -0.21458 5.55717 -0.91164
H78 0.29910 6.34095 0.22460
O40 -3.62029 -0.76145 -3.40904
H79 -4.22295 -0.04667 -3.88136
H80 -4.18965 -1.07169 -2.73113



It is entry two that is the least stable of them.



Entry one
DFT (ωB97M-V with the def2-TZVPD basis set) results for the molecule C18H22N2O3S.

Its net charge is 0. Its frontier orbital gap is 8.5 eV. As for the SMILES: Cc1ccc(CNS(=O)(=O)c2cc3c(cc2C)N(C)CCO3)cc1. The HOMO energy is -8.0 eV.

Cartesian coordinates (Å):
C1 0.03352 -4.37691 5.84573
C2 -0.03578 -3.31743 4.78806
C3 0.65695 -3.44390 3.59331
C4 0.58207 -2.45946 2.62178
C5 -0.18186 -1.32194 2.82955
C6 -0.27891 -0.23998 1.78841
N1 -1.66066 0.08690 1.51247
S1 -1.92623 1.57004 0.80038
O1 -1.34315 2.55497 1.66037
O2 -3.33629 1.63760 0.53800
C7 -0.99076 1.52549 -0.72543
C8 0.11759 2.34879 -0.79632
C9 0.91354 2.36747 -1.92626
C10 0.58689 1.54808 -3.02788
C11 -0.52836 0.71671 -2.91498
C12 -1.32319 0.68321 -1.77661
C13 -2.49898 -0.24176 -1.70628
N2 1.38432 1.57734 -4.15529
C14 0.96088 0.92549 -5.36857
C15 2.22478 2.74479 -4.28517
C16 2.92760 2.96547 -2.94760
O3 1.99340 3.21041 -1.92534
C17 -0.87882 -1.19058 4.02539
C18 -0.80710 -2.17624 4.98881
H1 0.40312 -3.95609 6.77985
H2 -0.95753 -4.78714 6.03638
H3 0.69250 -5.18730 5.54466
H4 1.26106 -4.32248 3.41567
H5 1.12910 -2.57789 1.69660
H6 0.26476 -0.53482 0.87728
H7 0.16025 0.68859 2.16545
H8 -2.19526 -0.65256 1.08572
H9 0.35165 2.98957 0.03713
H10 -0.79982 0.07895 -3.74033
H11 -2.88964 -0.43777 -2.70234
H12 -2.20330 -1.19817 -1.27116
H13 -3.28196 0.19562 -1.09289
H14 0.82578 -0.14101 -5.18861
H15 0.02714 1.34115 -5.76586
H16 1.74112 1.04628 -6.11787
H17 2.96509 2.57082 -5.06875
H18 1.64170 3.64315 -4.53872
H19 3.57890 3.84102 -2.98037
H20 3.52575 2.07627 -2.70446
H21 -1.47872 -0.30727 4.18159
H22 -1.35316 -2.06347 5.91449



Entry two
DFT (ωB97M-V with the def2-TZVPD basis set) results for the molecule C18H22N2O3S.

Its net charge is 0. Its frontier orbital gap is 9.4 eV. As for the SMILES: CS(=O)(=O)N(CCc1ccccc1)CC(=O)NCc1ccccc1. The HOMO energy is -9.0 eV.

Cartesian coordinates (Å):
C1 3.56826 0.48718 2.12011
S1 1.82878 0.77904 1.73107
O1 1.06542 -0.36357 2.13214
O2 1.47508 2.05489 2.30227
N1 1.86023 0.89433 0.07377
C2 1.22357 -0.18136 -0.66656
C3 2.07876 -1.45062 -0.60571
C4 1.43507 -2.54185 -1.41444
C5 0.40106 -3.29115 -0.86690
C6 -0.22125 -4.27812 -1.60955
C7 0.18320 -4.52739 -2.91049
C8 1.21031 -3.78357 -3.46456
C9 1.83043 -2.79453 -2.72061
C10 1.79742 2.22397 -0.49642
C11 0.34932 2.64490 -0.79301
O3 -0.09142 2.68124 -1.92453
N2 -0.35466 2.94014 0.30979
C12 -1.76915 3.22042 0.26846
C13 -2.63425 2.14105 0.87615
C14 -4.01623 2.29439 0.82816
C15 -4.85191 1.33464 1.36695
C16 -4.31670 0.20376 1.96238
C17 -2.94398 0.04547 2.01565
C18 -2.10553 1.00835 1.47722
H1 3.66797 0.45344 3.19762
H2 3.86441 -0.45307 1.67660
H3 4.13721 1.31044 1.71024
H4 0.23066 -0.39693 -0.25752
H5 1.10354 0.14290 -1.70184
H6 2.15369 -1.75933 0.43783
H7 3.07657 -1.22767 -0.98888
H8 0.08938 -3.09617 0.14902
H9 -1.02288 -4.85566 -1.17307
H10 -0.30061 -5.29941 -3.49035
H11 1.52950 -3.97324 -4.47896
H12 2.63169 -2.21588 -3.15811
H13 2.25103 2.90890 0.22005
H14 2.36396 2.23489 -1.43226
H15 0.09029 2.84297 1.21575
H16 -1.96149 4.16900 0.78462
H17 -2.03107 3.34368 -0.78807
H18 -4.43506 3.17489 0.36171
H19 -5.92299 1.46771 1.32148
H20 -4.96849 -0.54787 2.38261
H21 -2.51167 -0.82856 2.47934
H22 -1.03746 0.86336 1.54086



It is entry one that is the least stable of them.